A | A cluster of 2 separate species, C3H11N3 in total, computed with wB97M-V/def2-TZVPD.

Geometry as XYZ:
```
17
Properties=species:S:1:pos:R:3:mulliken_charge:R:1
C 2.741 0.760 -0.887 -0.86
C 2.032 -0.325 -1.174 0.24
N 2.517 -1.609 -1.230 -0.42
H 3.805 0.709 -0.670 0.22
H 2.294 1.744 -0.949 0.23
H 0.952 -0.195 -1.245 0.21
H 3.493 -1.827 -1.257 0.17
H 1.843 -2.350 -1.190 0.20
N -2.938 -0.697 1.231 -0.60
C -2.516 0.485 0.540 -0.35
N -1.135 0.890 0.854 -0.56
H -2.234 -1.424 1.156 0.25
H -3.058 -0.550 2.233 0.23
H -2.550 0.363 -0.543 0.31
H -3.249 1.257 0.781 0.32
H -0.980 1.823 0.485 0.20
H -1.019 0.947 1.864 0.20
```

HOMO energy = -7.870 eV
total charge = 0

---

B | An isolated molecule of C3H11N3, computed with wB97M-V/def2-TZVPD.

Geometry as XYZ:
```
17
Properties=species:S:1:pos:R:3:mulliken_charge:R:1
C 1.895 0.564 -0.172 -1.39
C 0.349 0.862 -0.642 0.27
N -0.034 0.027 -1.744 -0.75
C -0.383 0.660 0.672 -0.71
N -1.568 -0.402 0.540 -0.37
N -1.001 -1.732 0.525 -0.52
H 2.214 1.045 0.756 0.37
H 2.045 -0.516 -0.091 0.34
H 2.552 0.957 -0.955 0.35
H 0.331 1.913 -0.941 0.42
H -0.929 0.334 -2.119 0.28
H -0.201 -0.919 -1.361 0.36
H 0.175 0.350 1.558 0.41
H -0.891 1.591 0.934 0.28
H -2.208 -0.281 1.333 0.23
H -0.641 -2.022 1.438 0.22
H -1.705 -2.430 0.270 0.21
```

HOMO energy = -8.864 eV
total charge = 0

---

C | A cluster of 2 separate species, C3H11N3 in total, computed with wB97M-V/def2-TZVPD.

Geometry as XYZ:
```
17
Properties=species:S:1:pos:R:3:mulliken_charge:R:1
C -0.015 2.396 -0.155 -1.16
C 0.177 1.271 0.897 -0.12
C -1.047 0.408 0.981 -0.91
N 1.101 -1.157 -1.004 -0.36
N -0.302 -2.902 -0.430 -0.55
N -0.201 -1.548 -0.889 -0.12
H -0.637 3.172 0.449 0.29
H 0.959 2.778 -0.296 0.34
H -0.413 2.174 -1.072 0.40
H 0.558 1.661 1.839 0.34
H 1.080 0.566 0.542 0.20
H -1.212 -0.174 1.927 0.27
H -1.477 -0.182 0.134 0.39
H 1.831 -1.809 -1.240 0.28
H 0.883 -0.344 -1.539 0.23
H -1.157 -3.333 -0.719 0.24
H -0.129 -2.978 0.575 0.23
```

HOMO energy (spin up / spin down) = -7.616 / -7.594 eV
total charge = 0

---

What is the stability order? It is A, B, C, from most stable to least stable.

---

A | A cluster of 2 separate species, C3H11N3 in total, computed with wB97M-V/def2-TZVPD.

Geometry as XYZ:
```
17
Properties=species:S:1:pos:R:3:mulliken_charge:R:1
C 1.137 -1.039 -0.540 -0.82
C 1.623 1.134 0.411 -0.78
C -1.923 -0.109 -0.919 -0.84
N -1.238 0.250 1.368 -0.35
N 0.952 0.430 -0.557 -0.30
N -1.253 0.653 0.053 -0.17
H 1.887 -1.324 0.146 0.50
H 0.128 -1.495 -0.277 0.20
H 1.463 -1.326 -1.536 0.23
H 1.109 0.849 1.313 0.15
H 2.673 0.755 0.244 0.43
H 1.422 2.213 0.272 0.25
H -2.756 0.389 -1.129 0.34
H -1.275 -0.222 -1.787 0.26
H -2.151 -1.128 -0.503 0.34
H -1.377 -0.710 1.599 0.25
H -0.423 0.679 1.845 0.30
```

HOMO energy (spin up / spin down) = -8.173 / -7.488 eV
total charge = 0

---

B | An isolated molecule of C3H11N3, computed with wB97M-V/def2-TZVPD.

Geometry as XYZ:
```
17
Properties=species:S:1:pos:R:3:mulliken_charge:R:1
C -0.010 -1.512 0.601 -0.90
N -0.234 -0.402 -0.324 -0.07
C -1.649 -0.274 -1.025 -0.95
C 0.431 0.834 -0.215 -0.05
N 1.937 0.446 -0.210 -0.56
N 0.150 1.553 0.959 -0.44
H 0.408 -1.167 1.551 0.35
H -0.955 -2.024 0.799 0.33
H 0.692 -2.207 0.135 0.21
H -1.651 -1.049 -1.792 0.31
H -1.790 0.703 -1.491 0.35
H -2.433 -0.457 -0.288 0.29
H 0.279 1.465 -1.093 0.45
H 2.529 0.567 0.607 0.17
H 2.319 -0.140 -0.947 0.17
H -0.329 1.112 1.734 0.17
H 0.305 2.553 0.999 0.16
```

HOMO energy = -7.792 eV
total charge = 0

---

What is the stability order? It is B, A, from most stable to least stable.

---

A | A cluster of 2 separate species, C3H11N3 in total, computed with wB97M-V/def2-TZVPD.

Geometry as XYZ:
```
17
Properties=species:S:1:pos:R:3:mulliken_charge:R:1
C -1.842 0.053 -0.635 -1.05
C -0.931 -1.590 0.864 -0.48
C 2.628 -0.189 -0.425 -1.02
N -0.401 1.857 0.404 -0.48
N -0.943 -0.336 0.393 0.51
N -0.121 0.590 0.979 -0.58
H -2.836 0.401 -0.282 0.31
H -1.438 0.686 -1.367 0.43
H -2.010 -0.780 -1.323 0.40
H -0.239 -2.074 1.456 0.37
H -1.386 -2.307 0.115 0.13
H 1.738 -0.420 -1.002 0.18
H 3.149 0.730 -0.768 0.23
H 2.361 -0.179 0.644 0.25
H 3.165 -1.100 -0.532 0.36
H 0.384 2.468 0.546 0.23
H -1.279 2.190 0.931 0.22
```

HOMO energy (spin up / spin down) = -7.010 / -7.247 eV
total charge = 0

---

B | An isolated molecule of C3H11N3, computed with wB97M-V/def2-TZVPD.

Geometry as XYZ:
```
17
Properties=species:S:1:pos:R:3:mulliken_charge:R:1
N -0.873 2.326 0.888 -0.45
C -1.305 0.994 0.644 -0.84
C -0.275 -0.125 0.836 -0.42
N 0.875 -0.024 -0.011 -0.29
C 1.394 -1.239 -0.553 -0.65
N 0.566 -1.870 -1.635 -0.58
H -0.182 2.633 0.226 0.21
H -0.659 2.600 1.831 0.23
H -1.573 0.879 -0.380 0.39
H -2.247 0.594 1.036 0.33
H -0.067 -0.202 1.919 0.28
H -0.789 -1.107 0.787 0.34
H 0.800 0.664 -0.738 0.24
H 1.555 -1.956 0.220 0.35
H 2.331 -1.052 -1.081 0.36
H -0.403 -1.624 -1.461 0.25
H 0.851 -1.490 -2.527 0.25
```

HOMO energy = -8.448 eV
total charge = 0

---

C | A cluster of 2 separate species, C3H11N3 in total, computed with wB97M-V/def2-TZVPD.

Geometry as XYZ:
```
17
Properties=species:S:1:pos:R:3:mulliken_charge:R:1
H 2.576 -1.186 1.008 0.22
N 2.936 -1.852 0.337 -0.65
C 3.887 -1.550 -0.442 0.14
N 4.348 -2.522 -1.308 -0.44
H 4.382 -0.599 -0.640 0.29
H 5.244 -2.336 -1.728 0.20
H 3.945 -3.447 -1.335 0.24
C -3.189 2.870 1.063 -0.82
N -3.029 1.488 0.600 -0.37
C -4.098 1.020 -0.278 -0.74
H -4.243 3.155 1.216 0.27
H -2.851 2.895 2.104 0.32
H -2.646 3.605 0.479 0.24
H -2.853 0.966 1.446 0.25
H -5.071 1.157 0.212 0.29
H -3.963 -0.035 -0.494 0.30
H -4.005 1.622 -1.178 0.26
```

HOMO energy = -8.624 eV
total charge = 0

---

What is the stability order? It is B, C, A, from most stable to least stable.

---

A | A cluster of 10 separate species, C32H90N6O10 in total, computed with wB97M-V/def2-TZVPD.

Geometry as XYZ:
```
138
Properties=species:S:1:pos:R:3:mulliken_charge:R:1
C 5.950 1.904 3.854 -0.88
O 4.794 1.654 3.101 -0.24
C 4.659 0.289 2.733 -1.20
C 3.521 0.140 1.765 1.50
C 3.264 -1.298 1.341 -1.70
N 3.725 0.978 0.574 -0.49
H 5.975 2.997 3.934 0.26
H 6.899 1.708 3.339 0.34
H 6.027 1.520 4.873 0.32
H 5.589 0.021 2.208 0.39
H 4.574 -0.402 3.580 0.43
H 2.583 0.556 2.155 -0.43
H 4.122 -1.725 0.820 0.47
H 2.400 -1.322 0.673 0.15
H 2.965 -1.941 2.170 0.49
H 4.146 1.862 0.850 0.33
H 4.399 0.577 -0.077 0.15
C -3.937 -7.056 2.515 -0.71
O -4.240 -5.698 2.605 -0.44
C -3.164 -4.779 2.411 -0.68
C -2.945 -4.329 0.954 0.38
C -1.917 -3.185 0.910 -0.79
N -4.153 -3.967 0.229 -0.50
H -3.161 -7.270 1.770 0.32
H -4.815 -7.643 2.242 0.28
H -3.572 -7.476 3.463 0.29
H -3.476 -3.949 3.052 -0.12
H -2.282 -5.272 2.834 0.54
H -2.553 -5.255 0.519 0.20
H -1.034 -3.344 1.530 0.50
H -2.353 -2.232 1.222 -0.17
H -1.575 -3.033 -0.116 0.37
H -4.507 -3.059 0.517 0.16
H -4.846 -4.638 0.560 0.36
C 2.008 -1.752 -3.579 -0.20
O 3.348 -2.165 -3.620 -0.40
C 4.206 -1.472 -2.751 0.00
C 5.593 -1.409 -3.304 0.13
C 5.542 -0.808 -4.697 -1.02
N 6.167 -2.797 -3.461 -0.78
H 1.646 -1.614 -2.551 -0.07
H 1.395 -2.535 -4.020 0.37
H 1.806 -0.801 -4.079 0.04
H 3.957 -0.402 -2.586 -0.34
H 3.980 -1.848 -1.739 0.40
H 6.331 -0.910 -2.677 0.43
H 4.863 0.047 -4.693 0.03
H 5.275 -1.512 -5.484 0.32
H 6.542 -0.480 -4.993 0.38
H 5.907 -3.421 -2.707 0.27
H 5.757 -3.167 -4.310 0.32
C 2.501 4.365 -0.314 -0.56
O 2.220 4.722 1.047 -0.53
C 1.513 3.629 1.679 0.08
C 0.770 4.272 2.831 0.20
C -0.036 3.219 3.567 -1.17
N -0.110 5.377 2.437 -0.61
H 3.027 3.411 -0.335 0.02
H 3.130 5.088 -0.827 0.41
H 1.526 4.305 -0.794 0.37
H 0.897 3.080 0.963 0.15
H 2.304 2.973 2.051 -0.06
H 1.534 4.652 3.519 0.36
H -0.550 3.732 4.389 0.53
H 0.550 2.486 4.125 0.59
H -0.740 2.693 2.923 -0.21
H 0.476 6.085 2.000 0.27
H -0.494 5.856 3.245 0.24
C 2.400 2.118 -3.173 0.10
O 3.023 1.798 -4.398 -0.12
C 2.787 2.695 -5.462 -1.09
C 1.482 2.337 -6.161 0.76
C 1.713 1.020 -6.946 -1.30
N 1.171 3.372 -7.175 -0.74
H 1.323 2.065 -3.374 0.33
H 2.606 3.151 -2.867 0.20
H 2.677 1.412 -2.399 -0.56
H 2.824 3.716 -5.063 0.34
H 3.606 2.585 -6.176 0.39
H 0.574 2.224 -5.571 0.24
H 2.442 1.186 -7.744 0.35
H 0.814 0.707 -7.483 0.40
H 2.073 0.168 -6.362 0.17
H 1.952 3.489 -7.808 0.28
H 0.355 3.060 -7.682 0.27
C 0.389 -1.044 3.363 -0.48
O -0.138 -0.038 4.223 -0.42
C -1.518 0.190 4.071 -0.27
C -2.380 -0.952 4.632 1.07
C -3.885 -0.711 4.553 -1.31
N -2.049 -0.936 6.076 -0.80
H 1.471 -0.997 3.365 0.09
H -0.136 -1.054 2.405 0.17
H 0.109 -2.006 3.816 0.42
H -1.758 1.185 4.425 0.39
H -1.773 0.112 2.999 -0.20
H -2.156 -1.939 4.215 0.13
H -4.183 -0.516 3.509 -0.05
H -4.222 0.220 5.009 0.42
H -4.533 -1.545 4.816 0.43
H -2.381 -1.599 6.766 0.26
H -1.039 -1.058 6.143 0.22
C -1.456 0.183 -0.947 -1.10
C -0.148 0.225 -0.166 1.50
O 0.763 1.071 -0.828 -0.30
H -1.955 1.148 -0.800 0.35
H -2.110 -0.507 -0.407 -0.30
H -1.461 -0.027 -2.012 0.49
H 0.202 -0.822 -0.212 -0.13
H -0.260 0.540 0.879 -0.31
H 1.585 1.088 -0.316 -0.13
C -3.692 -1.749 -3.298 -1.02
C -2.574 -2.804 -3.254 0.21
O -2.926 -3.958 -2.526 -0.61
H -4.606 -1.969 -2.746 0.23
H -4.036 -1.815 -4.337 0.36
H -3.367 -0.723 -3.134 0.31
H -1.648 -2.437 -2.781 -0.17
H -2.396 -3.251 -4.236 0.40
H -3.103 -3.782 -1.591 0.30
C -6.770 -0.653 -0.276 -1.52
C -5.456 -0.480 0.429 0.75
O -5.229 -1.388 1.507 -0.54
H -6.867 -1.670 -0.661 0.32
H -6.894 0.060 -1.092 0.38
H -7.610 -0.463 0.399 0.44
H -5.399 0.525 0.865 0.13
H -4.616 -0.493 -0.268 -0.25
H -6.012 -1.401 2.068 0.25
C -3.651 2.792 1.339 -0.12
C -3.368 4.119 2.029 -0.47
O -2.604 4.974 1.199 -0.63
H -4.174 2.997 0.402 0.45
H -4.309 2.188 1.965 0.17
H -2.684 2.360 1.078 -0.30
H -2.799 3.920 2.948 0.10
H -4.251 4.654 2.392 0.42
H -1.660 4.898 1.481 0.39
```

HOMO energy = -9.060 eV
total charge = 0

---

B | A cluster of 10 separate species, C32H90N6O10 in total, computed with wB97M-V/def2-TZVPD.

Geometry as XYZ:
```
138
Properties=species:S:1:pos:R:3:mulliken_charge:R:1
C -20.925 0.006 13.316 -0.70
O -22.326 0.060 13.147 -0.26
C -22.992 -1.181 13.446 -0.53
C -24.507 -0.904 13.322 0.34
C -25.355 -2.164 13.569 -1.34
N -24.763 -0.446 11.899 -0.41
H -20.482 -0.714 12.620 0.24
H -20.607 -0.266 14.337 0.32
H -20.541 1.014 13.124 0.19
H -22.684 -1.980 12.750 0.01
H -22.774 -1.435 14.516 0.57
H -24.801 -0.120 14.036 0.43
H -25.012 -3.053 13.029 0.04
H -26.432 -2.071 13.396 0.38
H -25.231 -2.513 14.588 0.46
H -24.129 0.318 11.691 -0.29
H -25.680 0.010 11.872 0.32
C -20.516 -3.603 1.975 -0.76
O -19.745 -3.886 3.115 0.15
C -18.519 -4.503 2.778 -0.89
C -17.774 -5.000 4.059 0.19
C -18.503 -5.988 4.908 -0.92
N -17.359 -3.870 4.883 -0.42
H -21.526 -3.377 2.332 0.07
H -20.488 -4.468 1.287 0.36
H -20.105 -2.752 1.400 0.28
H -18.826 -5.365 2.194 0.48
H -17.851 -3.850 2.169 0.31
H -16.846 -5.507 3.731 0.32
H -18.868 -6.886 4.373 0.38
H -19.403 -5.530 5.334 -0.11
H -17.792 -6.237 5.699 0.35
H -16.848 -3.176 4.356 0.27
H -18.193 -3.396 5.223 -0.05
C -18.033 -1.020 7.774 -0.19
O -17.013 -1.029 8.769 -0.35
C -15.701 -1.146 8.225 -0.66
C -14.725 -1.593 9.329 0.43
C -13.321 -1.643 8.722 -1.47
N -15.046 -2.934 9.851 -0.66
H -18.972 -0.987 8.331 -0.10
H -18.014 -1.863 7.103 0.11
H -17.925 -0.105 7.197 0.49
H -15.586 -1.841 7.383 0.27
H -15.325 -0.192 7.854 0.34
H -14.713 -0.862 10.148 0.29
H -13.101 -0.726 8.182 0.37
H -13.255 -2.487 8.019 0.35
H -12.526 -1.874 9.420 0.37
H -14.860 -3.632 9.154 0.28
H -16.049 -2.966 9.938 0.21
C -20.785 -3.397 6.224 -1.27
O -21.397 -2.485 7.118 0.72
C -22.204 -3.146 8.091 -0.43
C -22.754 -2.150 9.086 0.68
C -21.643 -1.350 9.717 -1.09
N -23.560 -2.812 10.113 0.62
H -20.026 -3.929 6.800 0.61
H -20.367 -2.848 5.360 -0.01
H -21.527 -4.129 5.834 0.29
H -22.998 -3.687 7.557 -0.25
H -21.547 -3.892 8.602 -0.30
H -23.385 -1.473 8.504 0.12
H -22.022 -0.692 10.488 -0.18
H -21.024 -0.819 9.017 0.23
H -20.960 -2.076 10.180 0.36
H -24.040 -2.083 10.652 -0.23
H -22.945 -3.299 10.762 -0.10
C -21.814 3.695 11.955 -0.39
O -22.004 3.879 10.577 -0.34
C -23.381 4.014 10.160 -1.08
C -24.133 2.674 10.203 0.83
C -23.411 1.621 9.340 -0.93
N -25.526 2.943 9.705 -0.73
H -22.491 4.379 12.484 0.35
H -20.781 3.898 12.217 0.30
H -22.083 2.690 12.313 -0.07
H -23.922 4.789 10.745 0.38
H -23.287 4.283 9.112 0.36
H -24.180 2.374 11.260 0.35
H -22.356 1.475 9.612 0.20
H -23.389 1.998 8.299 0.41
H -23.906 0.653 9.375 0.09
H -26.112 3.359 10.425 0.27
H -25.960 2.107 9.364 0.21
C -18.719 0.114 3.206 -0.43
O -19.563 1.014 3.956 -0.44
C -20.582 0.290 4.625 0.02
C -21.696 1.174 5.098 0.35
C -22.703 0.346 5.887 -0.61
N -22.397 1.771 3.965 -0.76
H -18.086 -0.500 3.876 0.13
H -18.054 0.774 2.635 0.34
H -19.305 -0.541 2.542 0.17
H -21.091 -0.453 3.998 0.14
H -20.190 -0.195 5.534 -0.14
H -21.261 1.938 5.753 0.34
H -23.031 -0.474 5.271 0.27
H -23.574 0.914 6.234 0.55
H -22.234 -0.103 6.768 -0.41
H -21.828 2.482 3.559 0.27
H -23.185 2.290 4.344 0.25
C -23.745 -7.276 11.638 -1.50
C -23.781 -5.826 11.455 0.78
O -23.363 -5.196 12.695 -0.51
H -24.035 -7.820 10.733 0.39
H -24.414 -7.607 12.437 0.42
H -22.716 -7.536 11.868 0.34
H -24.757 -5.361 11.292 -0.09
H -23.148 -5.550 10.598 -0.09
H -23.561 -5.745 13.449 0.28
C -27.090 -3.831 9.679 -1.03
C -26.275 -3.992 8.410 0.58
O -27.067 -4.673 7.457 -0.57
H -28.024 -3.314 9.446 0.51
H -26.546 -3.280 10.433 0.02
H -27.367 -4.800 10.081 0.28
H -25.394 -4.605 8.613 -0.06
H -25.914 -3.025 8.052 -0.05
H -27.923 -4.245 7.399 0.33
C -24.172 -4.310 4.581 -1.44
C -23.949 -2.807 4.385 0.60
O -24.244 -2.558 3.024 -0.59
H -23.983 -4.667 5.591 0.28
H -23.465 -4.831 3.924 0.26
H -25.153 -4.676 4.297 0.38
H -22.920 -2.578 4.627 -0.34
H -24.696 -2.293 4.997 0.59
H -24.600 -1.671 3.003 0.33
C -19.610 -5.257 10.341 -0.55
C -18.184 -5.730 10.284 -0.49
O -17.864 -6.115 8.943 -0.46
H -19.868 -4.823 11.294 0.41
H -20.247 -6.140 10.177 0.33
H -19.765 -4.529 9.531 -0.01
H -18.010 -6.575 10.963 0.30
H -17.490 -4.922 10.538 0.22
H -18.562 -6.702 8.642 0.29
```

HOMO energy = -9.083 eV
total charge = 0

---

What is the stability order? It is B, A, from most stable to least stable.